# 1
Entry from the OMol25 dataset: 7 unconnected molecules or ions with the total composition C38H56N2O20S2 at a distorted geometry (wB97M-V/def2-TZVPD).

Geometry as XYZ:
```
118
Properties=species:S:1:pos:R:3
C 3.4203 0.1534 3.2352
C 2.8542 0.9085 2.0442
N 3.6911 0.6718 0.8493
C 3.6570 1.7844 -0.1279
C 2.3346 1.9362 -0.8715
C 3.6164 -0.5839 0.2608
S 4.8689 -1.2015 -0.6024
S 2.0786 -1.4153 0.4417
C 2.4757 -3.1560 0.1835
C 1.1992 -3.9424 -0.1080
C 0.2522 -4.1055 1.1068
C -1.0767 -3.4197 0.9167
O -2.0615 -3.9875 0.5093
O -1.0486 -2.1047 1.1940
C -2.2740 -1.4895 1.6496
C -2.3045 -1.6696 3.1632
C -3.4711 -0.9716 3.8451
N -3.4797 -1.1497 5.3069
C -2.2722 -0.0261 1.2350
C -2.0989 0.2466 -0.2390
C -0.9313 -0.0473 -0.9302
C -0.8171 0.2505 -2.2787
C -1.8591 0.8630 -2.9515
C -3.0360 1.1753 -2.2802
C -4.1488 1.8859 -3.0025
C -3.1401 0.8554 -0.9349
H 3.0759 0.5776 4.1751
H 4.5015 0.2740 3.2194
H 3.1886 -0.9101 3.1827
H 1.8018 0.6725 1.8823
H 2.9126 1.9774 2.2455
H 4.4827 1.6430 -0.8212
H 3.8708 2.6909 0.4372
H 2.3049 1.3069 -1.7620
H 1.4760 1.7100 -0.2425
H 2.2260 2.9637 -1.2193
H 2.9415 -3.5224 1.0974
H 3.1645 -3.2298 -0.6515
H 1.5046 -4.9270 -0.4604
H 0.6481 -3.4798 -0.9287
H 0.0019 -5.1571 1.2340
H 0.7389 -3.7622 2.0189
H -3.1399 -1.9843 1.2107
H -2.3688 -2.7371 3.3931
H -1.3631 -1.2777 3.5585
H -4.4113 -1.3590 3.4404
H -3.4702 0.0977 3.6452
H -2.8460 -1.8944 5.5734
H -3.1053 -0.3192 5.7467
H -3.2257 0.4131 1.5260
H -1.5018 0.4955 1.8125
H -0.1011 -0.5035 -0.4176
H 0.1080 0.0115 -2.7873
H -1.7563 1.1184 -3.9988
H -3.7389 2.7906 -3.4572
H -4.5312 1.2734 -3.8177
H -4.9469 2.1788 -2.3255
H -4.0524 1.1083 -0.4066
O -5.5647 -9.2313 -0.5311
C -4.6596 -8.6472 -0.0358
O -4.4236 -8.5788 1.2980
C -3.1342 -7.9949 1.5017
C -2.9347 -7.2041 0.2222
O -3.7172 -7.9558 -0.7152
H -3.1404 -7.3794 2.3971
H -2.4024 -8.7969 1.6176
H -3.3308 -6.1919 0.2888
H -1.9011 -7.1578 -0.1089
O -6.1753 1.3013 3.3609
C -7.0789 0.5375 3.4495
O -7.9784 0.2890 2.4681
C -8.7647 -0.8450 2.8484
C -8.6278 -0.8332 4.3605
O -7.3530 -0.2103 4.5406
H -9.7857 -0.7228 2.4985
H -8.3302 -1.7389 2.3982
H -9.3892 -0.2179 4.8426
H -8.6236 -1.8224 4.8090
O 5.6413 1.7427 5.0430
C 6.7182 1.2629 4.9140
O 7.0159 -0.0372 5.1450
C 8.3316 -0.2987 4.6449
C 8.9585 1.0839 4.6636
O 7.8181 1.9318 4.4991
H 8.8353 -1.0174 5.2850
H 8.2476 -0.7042 3.6356
H 9.4308 1.3142 5.6199
H 9.6668 1.2550 3.8582
O 0.7412 4.7618 -1.2569
C -0.3521 5.1220 -1.5543
O -0.6240 6.2285 -2.2807
C -2.0143 6.2068 -2.6386
C -2.6048 5.3238 -1.5569
O -1.4930 4.4832 -1.2164
H -2.4221 7.2122 -2.6457
H -2.1140 5.7768 -3.6315
H -2.9051 5.8849 -0.6706
H -3.4408 4.7220 -1.9024
O 8.6672 -0.6174 -4.9915
C 7.7296 -1.3139 -4.7874
O 6.7847 -1.6247 -5.7088
C 5.9526 -2.6587 -5.1755
C 6.1356 -2.4767 -3.6797
O 7.4507 -1.9137 -3.6082
H 4.9279 -2.5212 -5.5096
H 6.3228 -3.6229 -5.5290
H 5.4245 -1.7703 -3.2540
H 6.0978 -3.4054 -3.1171
O -2.6056 7.9966 -5.1076
C -1.5605 7.7021 -5.5891
O -1.0635 6.4404 -5.6490
C 0.1031 6.4568 -6.4829
C 0.5423 7.9051 -6.3924
O -0.6991 8.5763 -6.1475
H 0.8365 5.7514 -6.1029
H -0.1890 6.1718 -7.4946
H 1.2113 8.0870 -5.5506
H 0.9936 8.2827 -7.3051
```

Values from the calculation:
- Highest occupied orbital energy: -8.5 eV
- Relative energy (zero: lowest compared OMol25 entry of this formula, charge and spin): 0.00 kJ/mol
- 2S+1: 1
- Gap between HOMO and LUMO: 8.566 eV
- E: -3892.3321 hartree
- SMILES: CCN(CC)C(=S)SCCCC(=O)O[C@@H](CCN)Cc1cccc(C)c1.O=C1OCCO1.O=C1OCCO1.O=C1OCCO1.O=C1OCCO1.O=C1OCCO1.O=C1OCCO1

# 2
Entry from the OMol25 dataset: 3 unconnected molecules or ions with the total composition C38H58BNO13PS at a distorted geometry (wB97M-V/def2-TZVPD).

Geometry as XYZ:
```
113
Properties=species:S:1:pos:R:3
C 2.0553 3.0483 -2.4396
C 1.1928 2.0994 -2.0461
C 1.3085 0.6191 -2.3732
C 0.4649 -0.4165 -1.6034
C 1.1189 -1.7970 -1.9905
C 1.5748 -1.9463 -3.4642
O 1.7003 -3.3278 -3.8386
C 0.7678 -3.5842 -4.8454
O 1.0924 -4.0816 -5.8270
C -0.9050 -0.4950 -2.3812
C -1.5300 0.7521 -3.0234
C -1.8735 -1.0208 -1.2279
B -3.4614 -0.9727 -1.3800
O -4.1789 0.1284 -1.7388
C -4.2737 -2.3105 -1.0393
C -4.1963 -3.3816 -2.1750
C -1.2542 -0.2858 -0.0024
C -1.9419 1.0181 0.4376
C -2.9672 0.6996 1.5719
C -3.7934 1.9351 1.9559
C -4.7296 2.4854 0.8490
C -6.2338 2.4080 1.2356
C -6.8173 1.0802 0.7288
O -8.2434 1.1402 0.6277
C -8.8892 0.2212 1.4198
C -8.5490 -1.2679 1.3140
O -9.6842 0.5898 2.1739
N 0.2731 -0.3717 -0.0860
C 1.0471 0.6289 0.7020
C 2.5847 0.7258 0.5576
C 3.4912 -0.5062 0.8721
C 3.5120 -0.9951 2.3760
C 3.5676 -2.5483 2.4991
P 0.4113 -1.9829 0.8174
S 0.1643 -1.9320 2.7157
H 1.6479 3.8960 -2.9947
H 3.1189 3.0833 -2.2004
H 0.3270 2.4268 -1.4550
H 1.1164 0.6046 -3.4438
H 2.3809 0.3556 -2.2873
H 2.0470 -1.9643 -1.4310
H 0.4132 -2.6276 -1.8594
H 0.9321 -1.4241 -4.1839
H 2.5629 -1.4965 -3.5978
H -0.2636 -3.2520 -4.6231
H -0.9857 -1.2625 -3.1542
H -2.3991 0.4498 -3.6167
H -1.8850 1.5191 -2.3315
H -0.8809 1.2695 -3.7419
H -1.6820 -2.1044 -1.2679
H -5.1027 -0.1263 -1.8765
H -5.3032 -2.0247 -0.7791
H -3.8397 -2.6843 -0.0972
H -3.7782 -3.0141 -3.1147
H -3.6517 -4.2470 -1.7882
H -5.2117 -3.7501 -2.3439
H -1.6370 -0.9708 0.7764
H -2.5371 1.5039 -0.3418
H -1.3048 1.7977 0.8647
H -2.3386 0.4653 2.4465
H -3.5546 -0.2074 1.3683
H -4.3488 1.7743 2.8848
H -3.0665 2.7297 2.1782
H -4.5989 2.0149 -0.1307
H -4.5175 3.5508 0.7013
H -6.3624 2.5226 2.3158
H -6.7971 3.2093 0.7461
H -6.4321 0.8621 -0.2764
H -6.4544 0.2808 1.3922
H -7.9985 -1.5137 2.2269
H -9.4426 -1.8713 1.1880
H -7.8385 -1.3888 0.4864
H 0.8070 0.6432 1.7700
H 0.6803 1.6154 0.3956
H 2.9409 1.1255 -0.3963
H 2.8956 1.4930 1.2782
H 3.3899 -1.3429 0.1688
H 4.5150 -0.1442 0.7113
H 4.4413 -0.6448 2.8369
H 2.7130 -0.5481 2.9717
H 2.8045 -2.9436 3.1712
H 3.5086 -3.0119 1.5060
H 4.5290 -2.8578 2.9213
H -0.5221 -2.8891 0.2714
H 1.6643 -2.5754 0.5700
C 3.3215 3.8657 3.7211
C 3.5248 5.1267 4.1282
C 2.6042 5.7938 5.1088
O 2.8471 6.9310 5.4560
C 1.4539 5.0368 5.5941
C 1.2534 3.7803 5.1830
C 2.1879 3.1081 4.2245
O 1.9616 1.9519 3.8980
O 0.2132 3.0533 5.6012
O 4.5454 5.8537 3.6920
H 3.9790 3.3740 3.0175
H 0.7878 5.5315 6.2869
H 0.3000 2.1849 5.1636
H 4.4680 6.7219 4.1371
C 6.0549 -3.0435 -0.9362
C 5.1493 -3.1584 -1.9121
C 5.4034 -2.6284 -3.2893
O 4.5335 -2.7825 -4.1269
C 6.6657 -1.9507 -3.5472
C 7.5766 -1.8315 -2.5713
C 7.3338 -2.3850 -1.1974
O 8.1997 -2.2636 -0.3547
O 8.7414 -1.2189 -2.7618
O 3.9605 -3.7509 -1.7240
H 5.8835 -3.4240 0.0616
H 6.8279 -1.5575 -4.5410
H 9.2162 -1.2697 -1.9085
H 3.5005 -3.7104 -2.5900
```

Values from the calculation:
- Highest occupied orbital energy: -11.5 eV
- 2S+1: 1
- Gap between HOMO and LUMO: 7.913 eV
- Charge: +1
- E: -3279.6505 hartree